{"formula": "C10H21N2", "method": "ωB97M-V/def2-TZVPD", "elements": ["N", "N", "C", "C", "C", "C", "C", "C", "C", "C", "C", "C", "H", "H", "H", "H", "H", "H", "H", "H", "H", "H", "H", "H", "H", "H", "H", "H", "H", "H", "H", "H", "H"], "xyz": [[-0.42, 1.31, -0.94], [2.58, 1.51, 0.27], [-0.12, 0.03, -0.81], [2.11, 0.32, 0.11], [-0.91, -0.75, 0.20], [2.98, -0.78, 0.42], [-0.80, -2.21, -0.03], [0.58, -0.49, -2.07], [-1.14, 2.03, 0.05], [-2.50, 1.35, 0.33], [-0.42, -0.59, 1.66], [-2.36, -0.14, 0.03], [3.54, -0.72, 1.26], [-2.62, -0.38, -0.99], [-2.73, 1.60, 1.32], [2.05, 2.28, 0.14], [-1.28, 3.07, -0.13], [0.20, -2.41, -0.23], [-1.31, -0.39, 2.42], [-3.31, 1.60, -0.38], [-1.37, -2.58, -0.90], [-3.05, -0.73, 0.71], [0.90, 0.29, -2.70], [0.12, -1.47, 2.00], [3.67, -0.87, -0.47], [2.34, -1.63, 0.59], [0.06, -1.17, -2.72], [-0.59, 1.96, 0.95], [3.51, 1.82, 0.75], [0.14, 0.40, 1.71], [1.30, -1.15, -1.66], [-1.04, -2.76, 0.91], [-0.09, 1.62, -1.81]], "mulliken_charge": [0.12, -0.26, -0.20, 0.51, 2.57, -1.51, -2.17, -1.63, -0.74, -0.60, -1.58, -1.12, 0.61, 0.52, 0.39, 0.16, 0.52, 0.52, 0.25, 0.30, 0.37, 0.38, 0.50, 0.45, 0.33, 0.21, 0.35, 0.25, 0.29, 0.24, 0.38, 0.40, 0.19], "fmax_ev_per_a": 4.94, "e_homo_ha": [-0.4433, -0.4433], "e_tot_ev": -13681.4596, "total_charge": 1}

***

{"formula": "C37H41FeN10", "method": "ωB97M-V/def2-TZVPD", "elements": ["Fe", "N", "N", "N", "N", "N", "N", "N", "N", "N", "N", "C", "C", "C", "C", "C", "C", "C", "C", "C", "C", "C", "C", "C", "C", "C", "C", "C", "C", "C", "C", "C", "C", "C", "C", "C", "C", "C", "C", "C", "C", "C", "C", "C", "C", "C", "C", "C", "H", "H", "H", "H", "H", "H", "H", "H", "H", "H", "H", "H", "H", "H", "H", "H", "H", "H", "H", "H", "H", "H", "H", "H", "H", "H", "H", "H", "H", "H", "H", "H", "H", "H", "H", "H", "H", "H", "H", "H", "H"], "xyz": [[-0.16, 0.50, 0.01], [-4.51, -1.00, 6.81], [1.15, -1.07, -2.47], [0.11, 2.65, -0.82], [0.45, -1.29, 1.22], [0.06, -0.18, -2.28], [-2.21, 1.32, -0.84], [1.84, 1.49, 0.75], [-0.38, 1.17, 2.33], [2.74, 3.11, 1.97], [0.61, -2.32, 3.17], [-3.32, 0.61, -0.95], [-3.27, -3.02, 4.23], [0.35, -1.17, 2.52], [-3.49, 4.68, -1.70], [0.91, -3.28, 2.22], [-2.34, 5.41, -1.52], [-4.64, 2.48, -1.62], [1.04, -3.32, -0.20], [-4.55, 1.14, -1.35], [0.06, 0.10, 3.24], [1.39, -4.65, -0.09], [0.80, -2.63, 0.99], [-2.28, 2.64, -1.14], [-1.13, 4.75, -1.20], [5.00, 1.81, -1.18], [-4.08, -1.30, 5.79], [-2.57, -2.39, 1.98], [0.39, 2.39, 2.53], [1.26, -4.62, 2.33], [-2.79, -3.37, 2.99], [-1.09, 3.39, -1.06], [-3.31, -0.69, 3.55], [-2.82, -1.03, 2.32], [1.50, -5.29, 1.15], [3.10, 1.79, 0.23], [2.04, -0.14, -4.61], [4.90, 3.39, 0.66], [3.67, 2.83, 0.99], [-3.55, -1.67, 4.52], [-2.15, -2.76, 0.71], [1.51, -1.38, -3.88], [2.59, -2.45, -3.79], [3.78, 1.26, -0.86], [-3.48, 3.29, -1.50], [5.54, 2.88, -0.44], [0.28, -1.93, -4.59], [1.67, 2.30, 1.77], [-0.70, -0.10, 4.00], [2.42, -0.44, -5.59], [-0.18, 3.23, 2.13], [2.19, -3.35, -3.32], [3.37, 0.43, -1.41], [1.59, -5.22, -0.99], [0.57, -2.33, -5.56], [1.96, -0.71, -1.98], [2.85, 0.33, -4.06], [-0.78, -0.70, -2.53], [5.32, 4.20, 1.24], [5.56, 1.43, -2.02], [-0.48, -1.17, -4.77], [-2.01, -3.79, 0.44], [0.43, 2.21, -1.68], [-0.22, 5.34, -1.10], [-0.17, -2.75, -4.02], [0.11, 0.61, -2.92], [-4.41, 5.17, -1.99], [0.86, 3.26, -0.51], [1.25, 0.60, -4.78], [0.97, -2.81, -1.15], [-2.34, 6.48, -1.64], [-2.57, -4.41, 2.77], [1.36, -5.11, 3.29], [-5.41, 0.49, -1.43], [0.59, 2.60, 3.58], [0.97, 0.41, 3.76], [2.94, -2.71, -4.79], [3.45, -2.11, -3.21], [-1.98, -2.01, -0.06], [-3.54, 0.35, 3.78], [6.49, 3.30, -0.75], [-2.65, -0.27, 1.56], [2.84, 3.79, 2.70], [-1.36, 1.36, 2.47], [1.76, -6.34, 1.18], [-3.46, -3.77, 4.98], [-5.57, 2.93, -1.93], [0.58, -2.45, 4.17], [-3.24, -0.45, -0.71]], "mulliken_charge": [2.36, -0.45, 0.28, 0.03, 0.52, -0.43, 0.59, 0.66, -0.33, -0.02, 0.16, -0.09, -0.80, -0.03, -0.87, 0.85, -0.90, -0.70, -0.11, -1.20, -1.63, -0.86, -0.73, 0.04, -0.50, -0.86, -0.15, 1.25, -1.70, -1.27, -0.82, 0.10, -0.99, 0.13, -0.62, 0.00, -1.52, -1.09, 0.54, 0.57, -1.22, 1.15, -1.59, -0.47, 0.57, -0.59, -1.79, 0.33, 0.56, 0.47, 0.44, 0.32, 0.39, 0.50, 0.48, 0.05, 0.28, 0.23, 0.44, 0.47, 0.31, 0.35, 0.17, 0.49, 0.38, 0.17, 0.45, 0.28, 0.38, 0.48, 0.44, 0.49, 0.50, 0.52, 0.63, 0.64, 0.48, 0.36, -0.10, 0.52, 0.41, 0.49, 0.24, 0.35, 0.43, 0.54, 0.46, 0.28, 0.42], "s2": 8.8090, "fmax_ev_per_a": 1.14, "e_homo_ha": [-0.4502, -0.5038], "e_tot_ev": -88311.5927, "total_charge": 2, "multiplicity": 6}

***

{"formula": "CHBr2FO", "method": "ωB97M-V/def2-TZVPD", "elements": ["Br", "Br", "F", "O", "C", "H"], "xyz": [[1.16, 2.02, 0.37], [-1.19, -0.36, 1.78], [-1.15, 0.26, -0.67], [0.58, -1.04, -0.32], [-0.25, -0.17, 0.16], [0.85, -0.69, -1.31]], "mulliken_charge": [-0.33, 0.01, -0.11, -0.37, 0.35, 0.45], "fmax_ev_per_a": 3.70, "e_homo_ha": -0.3528, "e_tot_ev": -145901.3097, "total_charge": 0}

***

{"formula": "C10H28AgN2O4", "method": "ωB97M-V/def2-TZVPD", "elements": ["Ag", "O", "O", "O", "O", "N", "N", "C", "C", "C", "C", "C", "C", "C", "C", "C", "C", "H", "H", "H", "H", "H", "H", "H", "H", "H", "H", "H", "H", "H", "H", "H", "H", "H", "H", "H", "H", "H", "H", "H", "H", "H", "H", "H", "H"], "xyz": [[0.52, 0.76, 0.28], [-2.76, -2.38, -3.73], [0.82, 2.29, 1.89], [0.81, 2.23, -1.71], [3.08, 0.61, 0.00], [-0.26, -0.93, -1.68], [0.43, -0.52, 2.42], [1.31, 1.68, 3.07], [-2.41, -1.50, -2.60], [-3.88, -1.83, -4.38], [0.33, 0.51, 3.46], [3.98, -0.25, 0.69], [0.51, -0.26, 4.78], [-1.05, -2.04, -2.16], [-0.47, 2.71, -2.20], [-1.14, -3.22, -1.21], [1.32, 3.55, 1.51], [4.76, 0.43, 1.04], [-0.95, 3.57, -1.75], [-3.69, -1.09, -5.15], [-0.36, -0.87, 5.04], [1.22, 2.53, 3.74], [0.72, 3.83, 0.64], [1.41, -0.74, 2.53], [2.35, 1.36, 2.98], [4.36, -1.06, 0.06], [-2.32, -0.44, -2.84], [-3.09, -1.50, -1.75], [1.39, 4.34, 2.25], [-4.44, -2.68, -4.77], [-1.70, -2.97, -0.31], [0.05, -1.42, 2.68], [-0.39, -0.16, -2.33], [-0.11, -3.36, -0.87], [3.45, -0.73, 1.52], [-4.59, -1.37, -3.68], [-1.43, -4.17, -1.66], [-1.12, 1.85, -2.35], [1.38, -0.93, 4.83], [-0.61, -2.27, -3.12], [-0.69, 0.88, 3.39], [0.70, -1.20, -1.82], [2.28, 3.41, 1.00], [-0.36, 2.86, -3.28], [0.60, 0.51, 5.55]], "mulliken_charge": [0.55, -0.33, -0.15, -0.74, -0.63, -0.28, -0.42, -0.51, -0.62, -0.80, 0.39, -0.79, -1.43, 0.31, -0.55, -1.40, -0.77, 0.22, 0.26, 0.27, 0.38, 0.37, 0.16, 0.04, 0.23, 0.21, 0.36, 0.26, 0.30, 0.28, 0.30, 0.27, 0.13, 0.36, 0.09, 0.34, 0.34, -0.10, 0.35, 0.31, 0.19, 0.25, 0.31, 0.32, 0.39], "fmax_ev_per_a": 3.57, "e_homo_ha": -0.0942, "e_tot_ev": -25988.4557, "total_charge": -1}

***

{"formula": "C7H8N2O3", "method": "ωB97M-V/def2-TZVPD", "elements": ["O", "O", "O", "N", "N", "C", "C", "C", "C", "C", "C", "C", "H", "H", "H", "H", "H", "H", "H", "H"], "xyz": [[-0.12, 3.40, -1.17], [-0.54, 1.91, -2.82], [-0.22, -2.46, -0.36], [-0.08, -1.30, -0.01], [-0.65, -0.73, -2.23], [0.34, 1.35, 0.71], [-0.13, 1.03, -0.62], [0.36, -2.16, 2.27], [-0.32, 2.13, -1.64], [-0.24, -0.34, -0.94], [0.29, -1.02, 1.26], [0.51, 0.32, 1.64], [-0.16, 3.98, -1.95], [0.51, 2.35, 1.02], [-0.70, -1.68, -2.53], [1.18, -2.84, 2.01], [-0.81, -0.02, -2.93], [0.58, -1.79, 3.29], [0.79, 0.57, 2.67], [-0.59, -2.70, 2.33]], "mulliken_charge": [-0.44, -0.67, -0.83, 0.66, -0.36, -0.61, -0.03, -1.29, 0.73, 0.36, 0.73, -0.70, 0.36, 0.47, 0.18, 0.30, 0.17, 0.35, 0.30, 0.32], "smiles": "Cc1ccc(C(=O)O)c(N)[n+]1[O-]", "fmax_ev_per_a": 5.01, "e_homo_ha": -0.2959, "e_tot_ev": -16510.3522, "total_charge": 0}

***

{"formula": "C5H12NO2", "method": "ωB97M-V/def2-TZVPD", "elements": ["O", "O", "N", "C", "C", "C", "C", "C", "H", "H", "H", "H", "H", "H", "H", "H", "H", "H", "H", "H"], "xyz": [[0.90, 1.06, 1.67], [3.12, -1.82, -0.58], [0.44, -0.80, -0.52], [-1.52, 0.84, -0.34], [-0.46, 1.90, -0.04], [-1.00, -0.57, -0.23], [0.04, 1.88, 1.39], [-1.73, -1.62, 0.08], [3.21, -2.37, 0.20], [0.90, 0.10, -0.68], [-1.78, 1.01, -1.38], [-0.88, 2.85, -0.23], [-2.76, -1.46, 0.35], [-0.36, 2.54, 2.17], [-2.39, 0.94, 0.28], [3.83, -1.16, -0.56], [0.87, -1.21, 0.31], [-1.50, -2.68, 0.14], [0.41, 1.93, -0.67], [0.67, -1.36, -1.35]], "mulliken_charge": [-0.46, -0.66, -0.11, -0.54, -1.02, 0.42, 0.12, -1.09, 0.34, 0.26, 0.29, 0.37, 0.28, 0.40, 0.44, 0.34, 0.40, 0.32, 0.48, 0.41], "fmax_ev_per_a": 1.67, "e_homo_ha": -0.5116, "e_tot_ev": -10957.2215, "total_charge": 1}

***

Going through the records in order, we get energy above the lowest of the compared OMol25 structures with the same formula, charge and spin values of 2.283, 1.358, 1.728, 0.000, 1.282, 1.398 eV.